Record 1
{"formula": "C43H56N10O3PYb", "method": "the ωB97M-V functional and the def2-TZVPD basis", "total_energy_ev": -107347.8435, "spin_multiplicity": 2, "orbital_gap_ev": [8.36, 7.57], "homo_energy_ev": [-13.09, -13.09], "charge": 2, "s_squared": 0.7509, "elements": ["Yb", "C", "C", "C", "C", "C", "O", "C", "N", "C", "C", "C", "C", "C", "C", "P", "C", "C", "C", "C", "C", "C", "C", "C", "C", "C", "C", "C", "H", "H", "H", "H", "H", "H", "H", "H", "H", "H", "H", "H", "H", "H", "H", "H", "H", "H", "H", "H", "H", "H", "H", "H", "C", "C", "N", "O", "C", "C", "N", "O", "H", "H", "H", "H", "H", "H", "H", "C", "N", "C", "N", "C", "N", "C", "N", "C", "C", "H", "H", "H", "H", "H", "H", "H", "H", "H", "H", "H", "H", "C", "N", "C", "C", "N", "H", "H", "H", "H", "H", "H", "C", "C", "C", "C", "N", "C", "C", "H", "H", "H", "H", "H", "H", "H"], "xyz": [[-0.42994, 0.36739, -0.31027], [-1.53532, 3.38076, 2.70914], [-0.00794, 3.35724, 2.72730], [0.66261, 3.95492, 1.48666], [0.54605, 1.95631, 3.04217], [0.63379, 1.78151, 4.56120], [0.08728, 0.48964, 4.78151], [-0.41808, 0.02944, 3.63227], [-0.23582, 0.75843, 2.57589], [-1.06804, -1.27885, 3.84764], [-1.37590, -1.59111, 5.18236], [-1.89469, -2.81884, 5.53376], [-2.12588, -3.77348, 4.55488], [-1.85109, -3.47145, 3.23622], [-1.32371, -2.23465, 2.86414], [-1.05072, -1.98932, 1.06800], [-0.17526, -3.54324, 0.66743], [-0.46735, -4.29539, -0.46836], [0.22953, -5.46553, -0.72643], [1.24129, -5.88087, 0.12613], [1.56469, -5.11680, 1.23843], [0.85963, -3.95465, 1.50971], [-2.81880, -2.22269, 0.61141], [-3.63756, -1.10096, 0.75643], [-4.99579, -1.18168, 0.50541], [-5.55440, -2.38493, 0.10108], [-4.75651, -3.51181, -0.01452], [-3.39709, -3.43779, 0.25557], [-1.88804, 4.39375, 2.50690], [-1.93899, 3.07410, 3.67607], [-1.94369, 2.71362, 1.95847], [0.30361, 3.98935, 3.56375], [0.59540, 3.29052, 0.62608], [1.71847, 4.14642, 1.68964], [0.20985, 4.91400, 1.22581], [1.54301, 1.87048, 2.61445], [0.02406, 2.50960, 5.09942], [1.65104, 1.81352, 4.94482], [-1.19291, -0.86248, 5.95565], [-2.11511, -3.03591, 6.56989], [-2.51916, -4.74640, 4.81748], [-2.04554, -4.21356, 2.47451], [-1.24415, -3.96807, -1.14386], [-0.02382, -6.06200, -1.59391], [1.77347, -6.80144, -0.07261], [2.35831, -5.43612, 1.90106], [1.09944, -3.36875, 2.38934], [-3.20848, -0.16153, 1.08989], [-5.62237, -0.30732, 0.62295], [-6.61389, -2.44700, -0.10870], [-5.19054, -4.45806, -0.30992], [-2.80295, -4.33757, 0.18999], [0.44010, -3.33123, -3.94095], [0.16177, -2.36631, -2.83825], [0.95846, -2.10349, -1.87419], [2.11317, -2.84478, -1.91407], [-1.08031, -1.54924, -2.82721], [-1.96175, -1.41213, -4.01637], [-1.23711, -0.95884, -1.70719], [-2.06522, 0.06408, -1.47419], [1.21588, -4.03189, -3.64458], [0.79492, -2.78486, -4.81926], [-0.46190, -3.87268, -4.22391], [2.51705, -2.70165, -1.05210], [-1.37334, -1.30018, -4.92668], [-2.61390, -0.55000, -3.88881], [-2.58659, -2.30161, -4.12482], [3.27795, 2.03087, -1.26268], [2.96787, 0.80068, -0.47608], [3.98048, -0.22149, -0.86367], [5.34263, 0.23615, -0.67570], [5.55893, 1.44882, -1.46664], [4.63087, 2.51168, -1.06562], [4.83464, 2.79784, 0.35526], [4.60681, 1.60445, 1.17196], [3.25352, 1.14100, 0.94221], [5.54176, 0.56140, 0.73820], [2.56665, 2.81312, -0.97872], [3.15183, 1.81348, -2.31881], [3.83911, -0.49584, -1.91053], [3.82883, -1.10401, -0.23523], [5.41150, 1.21924, -2.52405], [6.58291, 1.79343, -1.32426], [4.13767, 3.58208, 0.66071], [5.85332, 3.15243, 0.51068], [2.57149, 1.94136, 1.22960], [3.07176, 0.25383, 1.55672], [5.38366, -0.33583, 1.34020], [6.56279, 0.91019, 0.89028], [-3.21213, 5.50016, -0.02486], [-2.22088, 4.85790, -0.88918], [-1.44914, 5.71670, -1.79482], [-1.81253, 3.64458, -0.67301], [-1.45203, 2.56112, -0.47651], [-3.84088, 6.14626, -0.63404], [-2.72376, 6.10705, 0.74041], [-3.83542, 4.75009, 0.45515], [-2.13666, 6.29465, -2.41002], [-0.81950, 5.10716, -2.43815], [-0.81793, 6.40373, -1.22786], [1.39013, 2.38173, -6.69720], [1.02653, 1.93149, -5.32013], [1.73639, 0.94307, -4.64655], [1.37952, 0.59137, -3.35807], [0.35826, 1.14128, -2.68954], [-0.36986, 2.04256, -3.36758], [-0.07182, 2.46505, -4.64566], [2.31271, 1.92152, -7.04298], [1.50782, 3.46551, -6.72634], [0.59207, 2.12845, -7.39754], [2.58053, 0.45356, -5.11579], [1.92873, -0.17368, -2.83007], [-1.25556, 2.40681, -2.86990], [-0.70143, 3.20465, -5.12464]], "atomic_forces_ev_per_a": [[1.8, 1.5, 1.1], [0.2, 0.1, 0.1], [-0.1, -0.1, -0.4], [-0.1, 0.0, 0.2], [0.1, 0.1, 0.3], [0.0, 0.1, -0.2], [0.0, -0.2, 0.1], [0.2, 0.2, -0.3], [0.1, 0.3, -0.2], [-0.1, -0.2, 0.1], [0.0, 0.1, 0.0], [-0.1, 0.0, 0.0], [0.0, 0.0, 0.0], [0.0, 0.0, 0.0], [0.3, 0.2, 0.0], [-0.8, -0.8, 0.4], [0.1, 0.1, -0.1], [0.1, 0.0, 0.1], [0.0, 0.0, -0.1], [0.0, 0.0, 0.0], [0.1, 0.0, 0.0], [-0.1, 0.1, -0.1], [0.0, 0.0, -0.1], [0.1, -0.2, 0.0], [0.0, 0.1, 0.0], [-0.1, 0.0, 0.0], [0.0, 0.0, 0.0], [0.0, 0.1, -0.1], [0.0, 0.0, 0.0], [0.0, 0.0, 0.0], [-0.1, -0.1, -0.1], [0.0, 0.0, 0.0], [0.0, 0.0, -0.1], [0.0, 0.0, 0.0], [0.0, 0.0, -0.1], [-0.1, 0.0, 0.1], [0.0, 0.0, 0.0], [0.0, -0.1, 0.0], [0.0, 0.0, 0.0], [0.0, 0.0, 0.0], [0.0, 0.0, 0.0], [0.0, 0.0, 0.0], [0.0, 0.0, 0.0], [0.0, 0.0, 0.0], [0.0, 0.0, 0.0], [0.0, 0.0, 0.0], [0.0, -0.1, 0.1], [0.0, 0.1, 0.0], [0.0, 0.0, 0.0], [0.0, 0.0, 0.0], [0.0, 0.0, 0.0], [0.0, 0.0, 0.0], [0.0, 0.0, 0.1], [0.2, -0.1, -0.1], [0.1, 0.1, 0.0], [0.2, -0.2, -0.1], [0.0, -0.1, 0.3], [-0.1, 0.1, 0.2], [-0.3, -0.9, -1.2], [-1.5, 0.0, -0.8], [0.0, 0.0, 0.0], [0.0, 0.0, 0.0], [0.0, 0.0, 0.0], [0.0, 0.0, 0.1], [0.0, 0.0, 0.0], [0.0, 0.0, 0.0], [0.0, 0.0, 0.0], [0.0, 0.0, 0.0], [0.0, 0.2, 0.1], [-0.1, 0.0, 0.0], [0.1, -0.1, 0.0], [-0.1, 0.0, 0.0], [0.1, 0.1, 0.0], [-0.1, 0.0, -0.1], [0.1, 0.0, 0.2], [0.0, 0.0, -0.1], [-0.1, 0.0, 0.0], [0.0, 0.0, 0.0], [-0.1, 0.0, -0.1], [0.0, 0.0, 0.0], [0.0, 0.0, 0.0], [0.0, 0.0, 0.0], [0.0, 0.0, 0.0], [0.0, 0.0, 0.0], [0.0, 0.0, 0.0], [0.1, 0.0, -0.1], [-0.1, 0.0, 0.0], [0.0, 0.0, 0.0], [0.0, 0.0, 0.0], [-0.1, 0.0, 0.2], [0.1, 0.1, -0.2], [0.1, 0.1, 0.0], [-0.1, -0.1, 0.3], [0.2, -0.2, 0.1], [0.0, -0.1, 0.0], [0.0, 0.0, 0.0], [0.0, 0.0, 0.0], [0.0, 0.0, 0.0], [0.0, 0.0, 0.0], [0.0, 0.0, 0.0], [0.0, 0.0, -0.1], [-0.1, -0.1, 0.1], [0.0, 0.0, 0.0], [0.0, 0.0, 0.1], [0.0, 0.0, 0.2], [-0.1, 0.0, 0.0], [0.1, 0.0, -0.1], [0.0, 0.0, 0.0], [0.0, 0.0, 0.0], [0.0, 0.0, 0.0], [0.0, 0.0, 0.0], [0.1, 0.1, 0.0], [0.0, 0.0, 0.0], [0.0, 0.0, 0.0]]}



Record 2
{"formula": "C43H56N3O3PPdS3", "method": "the ωB97M-V functional and the def2-TZVPD basis", "total_energy_ev": -101344.4111, "spin_multiplicity": 5, "orbital_gap_ev": [8.08, 3.73], "homo_energy_ev": [-17.50, -18.25], "charge": 4, "s_squared": 6.0253, "elements": ["Pd", "N", "C", "C", "C", "C", "C", "C", "P", "C", "C", "C", "C", "C", "C", "C", "C", "C", "C", "C", "C", "H", "H", "H", "H", "H", "H", "H", "H", "H", "H", "H", "H", "H", "H", "H", "H", "O", "S", "C", "C", "C", "C", "S", "O", "C", "C", "C", "C", "C", "C", "C", "C", "C", "C", "C", "C", "H", "H", "H", "H", "H", "H", "H", "H", "H", "H", "H", "H", "H", "H", "H", "H", "H", "H", "C", "C", "O", "C", "C", "H", "H", "H", "H", "H", "H", "H", "H", "H", "H", "C", "N", "C", "C", "S", "N", "C", "C", "H", "H", "H", "H", "H", "H", "H", "H", "H", "H", "H", "H"], "xyz": [[0.03190, 0.54320, -0.09920], [0.95810, -1.67740, -1.05040], [1.59570, -2.97440, -0.98100], [1.80270, -3.71980, -2.13620], [2.45820, -4.93760, -2.07050], [2.90180, -5.42960, -0.85360], [2.68380, -4.71130, 0.30690], [2.01970, -3.48950, 0.24160], [1.57640, -2.57190, 1.74070], [2.75360, -2.96120, 3.06190], [2.52250, -3.98410, 3.98220], [3.51620, -4.30390, 4.89470], [4.71080, -3.59180, 4.91640], [4.92330, -2.54960, 4.02280], [3.94730, -2.23130, 3.09710], [-0.09020, -3.08700, 2.16290], [-0.56330, -2.83170, 3.45510], [-1.84450, -3.21720, 3.79970], [-2.66290, -3.83950, 2.86380], [-2.20570, -4.05900, 1.56990], [-0.93010, -3.67070, 1.21020], [1.51320, -1.10990, -1.69860], [0.05530, -1.81240, -1.51330], [1.45940, -3.34700, -3.08960], [2.63450, -5.50390, -2.97160], [3.41630, -6.37510, -0.81110], [3.00950, -5.10140, 1.25690], [1.60220, -4.55010, 3.96010], [3.36760, -5.11980, 5.58600], [5.47730, -3.85170, 5.63080], [5.84820, -1.99550, 4.04980], [4.10930, -1.43500, 2.38410], [0.08530, -2.36120, 4.18220], [-2.21450, -3.04110, 4.79830], [-3.65060, -4.16640, 3.14830], [-2.84280, -4.55250, 0.85190], [-0.56550, -3.86630, 0.21270], [-1.29690, 2.13470, -0.95130], [-2.12870, 2.48450, -2.16240], [-1.06360, 3.68970, -3.05750], [0.20040, 3.00750, -3.55440], [0.02530, 2.20050, -4.84260], [-1.13450, 1.22370, -4.88230], [-1.03520, -0.17460, -3.66940], [-0.11080, 0.26140, -2.55630], [-0.09040, -1.32470, -4.71740], [-0.81830, -2.13410, -5.58510], [-0.14120, -2.96920, -6.45820], [1.24910, -3.00920, -6.44100], [1.96620, -2.19220, -5.57610], [1.29800, -1.35550, -4.69630], [-3.40370, 3.55960, -1.42050], [-3.17900, 4.87670, -1.04870], [-4.21860, 5.58980, -0.46320], [-5.43630, 4.97870, -0.21120], [-5.64280, 3.65300, -0.56220], [-4.61790, 2.93510, -1.16340], [-0.80990, 4.47270, -2.34770], [-1.64980, 4.10520, -3.87370], [0.60470, 2.37230, -2.75550], [0.94680, 3.78220, -3.74460], [0.95860, 1.67580, -5.05040], [-0.12280, 2.89710, -5.67380], [-1.17520, 0.74000, -5.85620], [-2.09430, 1.70170, -4.70010], [-1.89890, -2.10670, -5.59760], [-0.68910, -3.59050, -7.15090], [1.77170, -3.68080, -7.10520], [3.04520, -2.19560, -5.59720], [1.84770, -0.69560, -4.03950], [-2.23140, 5.36920, -1.19910], [-4.06220, 6.62460, -0.19880], [-6.22290, 5.53260, 0.27920], [-6.58430, 3.16880, -0.36250], [-4.76040, 1.89640, -1.42300], [-2.42510, -0.05640, 1.72200], [-2.43570, 1.44610, 1.95990], [-1.12990, 1.96660, 1.74330], [-1.07300, 3.39070, 1.80250], [0.21920, 3.87650, 1.16860], [-3.44210, -0.44130, 1.75030], [-1.84890, -0.55590, 2.49910], [-1.98040, -0.27950, 0.72240], [-2.75260, 1.65850, 2.99020], [-3.14500, 1.93970, 1.28100], [-1.12950, 3.71330, 2.85050], [-1.93980, 3.81250, 1.28200], [0.34850, 3.40020, 0.19100], [1.07370, 3.64470, 1.79380], [0.17830, 4.95230, 1.03210], [1.08530, 1.24320, 4.75950], [1.98090, 1.83610, 3.79160], [2.50280, 3.12000, 4.22020], [2.16040, 1.33050, 2.57680], [1.04760, 0.08900, 2.02830], [3.20200, 1.65590, 1.79660], [4.52530, 1.91660, 2.34630], [3.18270, 1.43860, 0.36170], [1.56230, 1.26130, 5.74010], [0.84880, 0.21450, 4.50450], [0.15750, 1.81230, 4.83050], [1.66200, 3.73410, 4.54710], [3.02120, 3.64180, 3.42280], [3.16660, 3.00880, 5.07750], [4.87250, 2.92090, 2.10240], [5.23310, 1.21010, 1.90920], [4.52890, 1.77550, 3.42200], [3.51350, 0.42580, 0.10060], [3.87200, 2.14450, -0.10390], [2.16670, 1.62200, -0.05780]], "atomic_forces_ev_per_a": [[0.3, -0.7, 0.1], [-0.2, 0.4, -0.4], [0.3, -0.4, 0.1], [-0.1, 0.1, 0.1], [0.0, 0.0, 0.0], [0.1, -0.1, 0.1], [0.1, 0.0, 0.0], [0.0, 0.7, 0.2], [0.1, -2.5, 0.0], [-0.6, 0.4, -0.5], [0.1, -0.2, 0.2], [-0.1, 0.0, -0.1], [-0.1, 0.0, 0.0], [-0.1, 0.1, -0.1], [0.1, 0.0, 0.0], [0.5, 0.5, 0.1], [-0.1, 0.0, 0.0], [0.0, 0.1, 0.2], [0.1, 0.0, 0.0], [0.0, 0.0, 0.0], [0.0, -0.1, -0.1], [-0.4, -0.2, 0.1], [0.3, 0.1, 0.1], [0.0, 0.1, -0.1], [0.0, -0.1, -0.1], [0.1, -0.1, 0.0], [0.1, -0.1, 0.1], [0.0, 0.0, 0.0], [0.0, -0.1, 0.0], [0.1, 0.0, 0.1], [0.1, 0.0, 0.0], [0.1, 0.1, -0.1], [0.0, 0.0, 0.1], [0.0, 0.0, 0.1], [-0.1, 0.0, 0.0], [0.0, 0.0, -0.1], [0.0, -0.1, -0.1], [0.5, -0.2, 0.5], [-0.8, 2.0, 0.3], [0.2, -0.4, -0.1], [0.1, -0.2, 0.0], [0.4, 0.0, 0.3], [-0.1, 0.0, 0.0], [0.4, -0.3, -1.5], [0.3, 0.3, 0.4], [-0.3, 0.0, 0.3], [-0.2, 0.1, 0.1], [0.2, 0.0, 0.0], [-0.1, 0.0, 0.0], [-0.1, 0.0, 0.0], [0.0, 0.4, 0.1], [0.0, -0.8, -0.4], [0.2, 0.3, 0.0], [0.3, -0.1, -0.1], [-0.1, 0.0, 0.1], [0.3, -0.2, 0.0], [-0.2, -0.1, -0.1], [-0.2, 0.0, 0.1], [-0.3, 0.1, 0.0], [0.0, 0.2, -0.2], [-0.1, 0.0, 0.0], [0.0, 0.0, -0.1], [-0.1, -0.1, 0.0], [-0.1, -0.1, 0.0], [-0.1, 0.0, 0.0], [-0.1, 0.0, 0.0], [-0.1, 0.0, 0.0], [0.1, 0.0, -0.1], [0.1, 0.0, 0.0], [0.1, 0.0, 0.1], [0.1, 0.1, -0.1], [0.0, 0.1, 0.0], [-0.1, 0.1, 0.0], [-0.1, 0.0, 0.0], [-0.1, -0.1, -0.1], [0.2, 0.5, -0.3], [-0.5, -0.3, 0.2], [0.3, -0.2, -0.1], [0.1, 0.4, 0.1], [-0.4, -0.3, 0.0], [0.0, -0.1, -0.1], [0.1, -0.2, 0.0], [-0.4, -0.1, 0.5], [0.0, 0.0, -0.2], [0.2, 0.0, 0.0], [-0.1, 0.0, -0.1], [0.0, -0.1, 0.0], [0.1, 0.2, 0.1], [0.2, 0.0, 0.1], [0.1, 0.2, 0.0], [-0.5, -0.3, 0.5], [0.1, -0.4, -0.8], [0.3, 0.7, 0.2], [0.3, 0.6, 0.3], [-0.4, 1.1, -0.3], [-0.7, -0.2, 0.3], [0.5, 0.2, 0.3], [-0.4, 0.0, -0.7], [0.0, 0.0, -0.1], [0.0, 0.0, 0.1], [0.0, 0.0, -0.1], [0.0, 0.0, 0.0], [0.0, -0.1, 0.0], [0.1, -0.1, -0.1], [-0.1, 0.0, 0.0], [-0.1, 0.0, 0.0], [0.0, 0.0, 0.0], [-0.1, 0.1, 0.0], [-0.1, 0.0, 0.1], [0.8, 0.0, 0.3]]}